{
  "formula": "C2H2N2O3",
  "method": "ωB97M-V/def2-TZVPD",
  "species": ["C", "C", "H", "H", "N", "N", "O", "O", "O"],
  "coordinates": [[-0.6042, -0.2370, 0.1003], [1.5600, -0.2462, -0.0049], [-2.2058, -1.4331, -0.0095], [-0.6764, 1.9720, -0.0172], [0.3827, -1.0335, 0.1299], [-0.3094, 1.0722, 0.0181], [-1.8876, -0.5276, -0.1259], [2.6434, -0.6513, -0.0881], [1.0974, 1.0846, -0.0026]],
  "forces_ev_per_a": [[-1.9234, -0.0427, -1.3195], [-4.7706, -0.7593, 0.8347], [0.9251, -0.0175, 0.1449], [-1.1720, 1.1785, -0.0543], [1.0161, -0.4791, 0.0124], [2.9726, -2.0716, 0.2665], [-0.5907, 0.6145, 0.5377], [2.5834, 0.4467, -0.2513], [0.9595, 1.1305, -0.1710]],
  "e_homo_ev": -10.030,
  "relative_energy_kj_mol": 133.25
}

---

{
  "formula": "C2H2N2O3S",
  "method": "ωB97M-V/def2-TZVPD",
  "species": ["C", "C", "N", "N", "O", "O", "O", "S", "H", "H"],
  "coordinates": [[1.4707, -0.4937, 0.2933], [0.7462, 0.4554, -0.5070], [0.7699, -1.6206, 0.2113], [-0.1799, -1.8300, -0.3727], [-2.0328, 1.8394, -0.2211], [-1.6244, 0.0438, 1.2861], [-0.2418, 0.0061, -1.2002], [-2.2115, 0.4776, 0.0511], [2.3108, -0.4642, 1.0215], [0.9929, 1.5861, -0.5624]],
  "forces_ev_per_a": [[0.8328, 1.9221, 0.6100], [-0.0091, 0.2490, -0.8217], [-0.1485, -0.5908, 0.2034], [-0.8033, -1.1038, -0.8422], [-0.1532, 2.5273, -0.7951], [-0.1886, -0.4454, 0.2346], [2.0206, 0.6978, 1.2242], [-0.4204, -1.6578, 1.0344], [-0.9062, 0.4773, -1.0167], [-0.2242, -2.0758, 0.1690]],
  "e_homo_ev": -9.957,
  "relative_energy_kj_mol": 321.09
}

---

{
  "formula": "C2H2N2OP",
  "method": "ωB97M-V/def2-TZVPD",
  "species": ["C", "C", "N", "N", "O", "P", "H", "H"],
  "coordinates": [[-0.8406, -0.1235, 0.0524], [-1.2196, 0.7370, -0.8788], [-0.0906, -1.0362, 0.3628], [0.7475, -1.7519, 0.7735], [1.6419, 0.6179, 1.0298], [2.3842, -0.5592, 1.2809], [-2.2978, 0.8876, -1.2705], [-0.3249, 1.2283, -1.3501]],
  "forces_ev_per_a": [[0.0821, -0.7677, -1.0259], [-0.6033, 0.1721, -1.0042], [0.0390, 0.6793, 0.6814], [-0.0924, -0.7129, 0.3194], [-0.5437, 3.1694, -0.2217], [0.3899, -2.5843, -0.0830], [2.0212, -0.2282, 0.8490], [-1.2927, 0.2723, 0.4850]],
  "e_homo_ev": [-14.548, -14.549],
  "relative_energy_kj_mol": 151.88,
  "charge": 1
}

---

{
  "formula": "C2H2N2OS",
  "method": "ωB97M-V/def2-TZVPD",
  "species": ["C", "C", "N", "N", "O", "S", "H", "H"],
  "coordinates": [[-1.6906, 0.2054, 0.0819], [-0.2106, 0.2430, -0.0413], [-2.0434, 1.8018, -0.0004], [-1.0082, 2.3923, -0.0597], [0.1387, 1.6547, 0.0264], [-2.7765, -0.9374, -0.0062], [0.2250, -0.4738, 0.7155], [0.0954, -0.1934, -1.0045]],
  "forces_ev_per_a": [[-0.2314, 2.5472, -0.9912], [-0.0184, -0.8721, 0.5132], [-0.9511, -3.2923, 0.2647], [0.6827, 1.5915, 0.1442], [0.7944, -1.8578, 0.0406], [-0.0980, -0.0743, 0.2840], [-0.0622, 1.4789, -0.3048], [-0.1159, 0.4789, 0.0495]],
  "e_homo_ev": -9.426,
  "relative_energy_kj_mol": 292.81
}

---

{
  "formula": "C2H2N2OS",
  "method": "ωB97M-V/def2-TZVPD",
  "species": ["C", "C", "N", "N", "O", "S", "H", "H"],
  "coordinates": [[1.9391, 0.3788, 0.0657], [-0.7650, 0.4434, -1.1957], [2.7098, 0.9402, 0.6807], [-1.5099, 0.2160, -0.2352], [0.3329, -1.2729, 0.7067], [0.8782, -0.8599, -0.6106], [-2.4621, 0.5274, 0.0867], [-1.1231, -0.3730, 0.5016]],
  "forces_ev_per_a": [[-1.0552, -0.9960, -2.0050], [1.4699, 0.8246, -2.4486], [1.2694, 1.2245, 1.0247], [-2.3838, -0.2235, 2.6485], [-0.9617, -1.4495, 0.7099], [-0.4325, 1.6210, 0.4051], [1.2792, 0.1948, -1.4719], [0.8146, -1.1960, 1.1373]],
  "e_homo_ev": -9.387,
  "relative_energy_kj_mol": 393.78
}

---

{
  "formula": "C2H2N2S",
  "method": "ωB97M-V/def2-TZVPD",
  "species": ["C", "C", "H", "H", "N", "N", "S"],
  "coordinates": [[0.5053, 1.2269, -0.0578], [1.4030, -0.0321, -0.0011], [-2.4712, 0.0349, 0.9103], [1.1797, 2.1908, -0.2160], [-0.7094, 0.9441, 0.0773], [2.0989, -0.9041, 0.0845], [-1.2428, -0.6047, -0.0921]],
  "forces_ev_per_a": [[3.7941, -1.8239, -0.1484], [-2.5390, 5.1469, -0.7955], [2.2867, -2.3790, -2.4717], [-2.4313, -1.6555, 0.7011], [0.1373, 2.9652, -0.9190], [2.5568, -3.3857, 0.3252], [-3.8047, 1.1321, 3.3083]],
  "e_homo_ev": -9.523,
  "relative_energy_kj_mol": 316.20
}

---

{
  "formula": "C2H2N2S3",
  "method": "ωB97M-V/def2-TZVPD",
  "species": ["C", "C", "H", "H", "N", "N", "S", "S", "S"],
  "coordinates": [[-0.8165, 0.3947, -1.0374], [0.7906, -1.0709, 1.1889], [-0.0700, 2.1803, -0.3395], [1.2359, -1.2793, 2.1811], [0.0662, 1.1839, -0.2867], [0.1126, -1.8056, 0.4264], [-2.1393, 1.1021, -1.7670], [1.3155, 0.6052, 0.6643], [-0.4949, -1.3106, -1.0301]],
  "forces_ev_per_a": [[0.4636, 2.5506, 1.2324], [0.3130, 1.9359, -0.5103], [-0.2802, 0.1178, 0.3606], [-0.5148, -0.5270, -0.7431], [-1.7843, -1.4823, -1.4441], [0.3471, -0.2118, 1.5911], [1.0639, -0.8306, 0.1533], [1.0398, -0.7763, 0.7084], [-0.6480, -0.7763, -1.3483]],
  "e_homo_ev": -8.741,
  "relative_energy_kj_mol": 149.57
}

---

{
  "formula": "C2H2N2S3",
  "method": "ωB97M-V/def2-TZVPD",
  "species": ["C", "C", "N", "N", "S", "S", "S", "H", "H"],
  "coordinates": [[-1.4697, -0.4753, -0.0924], [1.3333, 0.0658, -0.0468], [-0.5948, -0.8167, 0.7765], [0.5490, -0.3933, 1.0436], [-2.8054, -1.1906, -0.6146], [-1.1561, 1.4451, -0.5771], [0.7703, 1.8215, 0.0819], [2.2952, 0.1249, 0.3153], [1.0782, -0.5815, -0.8864]],
  "forces_ev_per_a": [[-1.0303, 1.9191, -1.5945], [-2.1945, 0.4061, -0.2217], [1.7628, 0.3656, 2.3030], [-0.3330, -1.2512, 1.1993], [-0.2322, -0.0770, -0.5363], [-0.1774, -0.9365, 0.1446], [-0.7518, -1.0199, -0.6817], [2.4057, -0.2498, 0.1519], [0.5506, 0.8436, -0.7645]],
  "e_homo_ev": -8.744,
  "relative_energy_kj_mol": 294.69
}

---

{
  "formula": "C2H2N3O",
  "method": "ωB97M-V/def2-TZVPD",
  "species": ["C", "C", "N", "N", "N", "O", "H", "H"],
  "coordinates": [[-1.0323, -0.6561, 0.0140], [0.9569, 0.4112, -0.0008], [1.9153, -0.3969, -0.0666], [-0.6327, -1.8105, -0.1124], [-0.3640, 0.5644, -0.1405], [2.0166, 1.1439, -0.0675], [-2.1528, -0.7109, 0.3411], [-0.7070, 1.4549, 0.0328]],
  "forces_ev_per_a": [[-4.5754, -1.0738, 0.9669], [-5.0675, 3.1829, -1.1913], [3.3937, -1.5764, 0.1057], [1.3985, -0.4165, -0.4246], [4.2129, -2.1905, 0.5904], [0.4257, -0.9322, 0.2006], [1.6111, 1.0149, -0.5132], [-1.3989, 1.9915, 0.2656]],
  "e_homo_ev": [-17.007, -15.883],
  "relative_energy_kj_mol": 579.63,
  "charge": 1
}

---

{
  "formula": "C2H2N3O",
  "method": "ωB97M-V/def2-TZVPD",
  "species": ["C", "C", "N", "N", "N", "O", "H", "H"],
  "coordinates": [[-0.8317, -0.0901, -0.6806], [0.9575, -1.0219, 0.6185], [-1.9806, -0.5740, -0.7025], [-2.6546, -1.4669, -0.2351], [-3.4950, -2.1519, 0.0357], [1.3003, -2.0363, 0.2341], [-0.6063, 0.7687, -1.2966], [1.0989, -0.2454, 1.3520]],
  "forces_ev_per_a": [[3.3188, -1.1737, 2.2497], [-1.3241, -0.1390, -1.6456], [-0.5078, 2.6059, -2.4300], [-1.7314, -2.4564, 1.5014], [0.6013, 0.1821, -0.0203], [-0.0748, 0.4989, 0.3589], [-0.4344, 0.2182, -0.3258], [0.1525, 0.2640, 0.3117]],
  "e_homo_ev": -14.132,
  "relative_energy_kj_mol": 433.44,
  "charge": 1
}

---

{
  "formula": "C2H2N3O",
  "method": "ωB97M-V/def2-TZVPD",
  "species": ["C", "C", "N", "N", "N", "O", "H", "H"],
  "coordinates": [[0.5709, -0.9988, -0.1574], [-1.2032, -2.3204, 0.2629], [0.0058, -2.1917, 0.1145], [-0.9881, 0.8113, -0.4368], [-0.2187, -0.0276, -0.1580], [-2.2768, -2.6510, 0.4289], [1.6459, -0.9037, -0.2817], [-1.3630, 1.4506, 0.2804]],
  "forces_ev_per_a": [[0.1617, -0.8869, 0.1639], [-0.8174, -1.6507, 0.2534], [1.2590, -0.2836, -0.1759], [-1.1264, 0.7004, -1.5709], [0.9251, 1.8571, 0.6917], [-0.6703, 0.2686, 0.0787], [-0.1441, 0.2548, -0.0430], [0.4123, -0.2599, 0.6021]],
  "e_homo_ev": -15.822,
  "relative_energy_kj_mol": 141.85,
  "charge": 1
}

---

{
  "formula": "C2H2N3O2",
  "method": "ωB97M-V/def2-TZVPD",
  "species": ["C", "C", "N", "N", "N", "O", "O", "H", "H"],
  "coordinates": [[0.3470, -0.2134, 0.1984], [-1.9426, 0.5689, 0.1729], [1.6151, -0.4832, 0.8057], [2.5241, -0.6604, 0.0061], [-0.6968, -0.1470, 0.8668], [-2.5363, 1.2519, 0.9873], [-2.0521, 0.3023, -1.0103], [0.4970, -0.1204, -0.9742], [2.2446, -0.4987, -1.0527]],
  "forces_ev_per_a": [[-0.5416, 0.4535, -1.6890], [0.8193, -0.9324, 0.4975], [0.1668, -0.7702, -0.4814], [1.0466, 0.3062, -0.9706], [-0.0621, 0.7084, 0.1996], [-0.2100, 0.3393, 0.1545], [-0.3661, -0.0162, -0.9874], [-0.6451, 0.2009, 1.6819], [-0.2078, -0.2895, 1.5949]],
  "e_homo_ev": -4.707,
  "relative_energy_kj_mol": 145.47,
  "charge": -1
}

---

{
  "formula": "C2H2N3O2",
  "method": "ωB97M-V/def2-TZVPD",
  "species": ["C", "C", "N", "N", "N", "O", "O", "H", "H"],
  "coordinates": [[0.9069, 0.7864, 0.2974], [3.2820, -0.5642, -0.0421], [2.5431, 2.5394, -0.0301], [1.8110, 1.7315, 0.1494], [0.2157, 0.3475, -0.6792], [3.9795, -1.4480, -0.2408], [-0.6461, -0.5766, -0.3384], [0.5460, 0.3703, 1.3577], [-1.4700, -0.5397, -0.8919]],
  "forces_ev_per_a": [[-4.0317, -3.9772, 3.9572], [2.4134, -2.6983, -0.5464], [-0.9120, -1.0830, 0.4663], [2.2383, 2.8789, -1.3023], [0.0756, 1.4578, -2.0220], [-1.8370, 2.2603, 0.5142], [-0.8510, -0.2074, 1.0208], [1.6425, 1.3416, -1.8842], [1.2619, 0.0273, -0.2037]],
  "e_homo_ev": [-16.242, -16.241],
  "relative_energy_kj_mol": 58.80,
  "charge": 1
}

---

{
  "formula": "C2H2N3S2",
  "method": "ωB97M-V/def2-TZVPD",
  "species": ["C", "C", "N", "N", "N", "S", "S", "H", "H"],
  "coordinates": [[1.5111, -0.6194, -0.8525], [-0.2564, 0.7291, 0.3160], [0.6961, -0.2275, 0.0598], [-1.5129, 0.6371, 0.2766], [1.4076, -0.1110, -2.1149], [1.7739, -0.9223, -3.4501], [0.5661, 1.8800, 1.3780], [2.2463, -1.3918, -0.5163], [-1.8341, 1.5903, 0.4321]],
  "forces_ev_per_a": [[-0.2489, 0.2880, -0.5845], [1.4364, 0.0460, 1.0958], [-0.5285, -0.2088, 1.3699], [-0.8530, -0.2588, -1.8937], [-0.0056, -0.1048, 0.4037], [0.2877, -0.1354, 0.3642], [0.6619, 0.1766, -0.6460], [-0.4066, 0.4308, -0.8117], [-0.3434, -0.2336, 0.7023]],
  "e_homo_ev": [-3.456, -4.318],
  "relative_energy_kj_mol": 223.90,
  "charge": -1
}

---

{
  "formula": "C2H2N4",
  "method": "ωB97M-V/def2-TZVPD",
  "species": ["C", "C", "N", "N", "N", "N", "H", "H"],
  "coordinates": [[3.3685, -0.3216, -0.0597], [-2.8390, 0.3385, -0.0171], [0.5084, -0.3909, 0.0132], [-0.6454, -0.6133, -0.0053], [1.6335, -0.4373, 0.0415], [-1.7491, -0.0373, 0.0145], [3.5802, 0.7528, 0.0846], [-3.8571, 0.7091, -0.0717]],
  "forces_ev_per_a": [[-0.5011, -1.7175, -0.2267], [1.8088, -0.6784, 0.0140], [1.5029, 1.1977, 0.2061], [0.1254, -3.5642, -0.2835], [1.0734, 1.3632, 0.0748], [-3.0282, 2.6504, -0.0041], [-0.8128, 0.7085, 0.1607], [-0.1684, 0.0403, 0.0588]],
  "e_homo_ev": [-21.258, -21.298],
  "relative_energy_kj_mol": 443.38,
  "charge": 2
}

---

{
  "formula": "C2H2N4O",
  "method": "ωB97M-V/def2-TZVPD",
  "species": ["C", "C", "H", "H", "N", "N", "N", "N", "O"],
  "coordinates": [[0.7792, 0.2506, 0.9747], [0.4221, -0.9894, 0.3177], [0.7330, -1.8962, 0.7638], [-1.7707, 0.1892, -1.8271], [-0.4113, -0.9349, -0.5815], [-0.9522, 0.2443, -1.0728], [-0.7030, 1.3939, -0.6445], [0.0773, 1.5479, 0.4382], [1.8255, 0.1947, 1.6315]],
  "forces_ev_per_a": [[2.7791, 1.3547, -0.8649], [-0.1779, 2.4927, 2.5423], [0.5062, -1.0518, -0.1172], [2.7944, -0.2658, 2.2184], [-4.0784, -0.9670, -4.7088], [-1.3205, -3.3836, -1.7602], [2.1227, 2.5617, 4.3794], [-0.0529, -2.3073, -1.3138], [-2.5726, 1.5664, -0.3751]],
  "e_homo_ev": -9.505,
  "relative_energy_kj_mol": 221.68
}

---

{
  "formula": "C2H2N4O2",
  "method": "ωB97M-V/def2-TZVPD",
  "species": ["C", "C", "H", "H", "N", "N", "N", "N", "O", "O"],
  "coordinates": [[0.2997, 0.2544, -0.5702], [1.7037, -0.1119, -0.2701], [-1.5632, -0.7684, 1.7320], [1.5692, -0.6898, 0.8448], [-0.6339, -0.3320, 0.2206], [-1.7762, 0.4124, 0.0634], [-1.4385, 1.2473, -0.8714], [-0.1866, 1.0876, -1.3524], [-0.5744, -1.1437, 1.3793], [2.6001, 0.0441, -1.1759]],
  "forces_ev_per_a": [[3.4907, -4.3747, 2.9804], [1.9758, -1.1301, -2.9417], [3.6790, -1.8411, -0.6425], [2.0040, 1.3968, -2.6606], [-1.5578, 1.3064, 0.9478], [2.4732, -0.1943, -1.3246], [-2.6269, 0.3643, -0.7310], [-2.1668, 2.8553, -0.6729], [-3.7939, 2.5050, -0.2119], [-3.4773, -0.8876, 5.2570]],
  "e_homo_ev": -10.965,
  "relative_energy_kj_mol": 666.24
}

---

{
  "formula": "C2H2N4O2",
  "method": "ωB97M-V/def2-TZVPD",
  "species": ["C", "C", "H", "H", "N", "N", "N", "N", "O", "O"],
  "coordinates": [[-1.3388, -0.4684, 0.0957], [1.0238, 0.8480, 0.1324], [-1.5200, 1.5451, -0.2638], [0.6911, 1.8855, -0.0784], [0.0475, -0.2072, 0.2185], [2.1579, 0.2034, -0.0348], [2.0062, -1.1462, -0.1229], [0.6801, -1.5588, 0.1330], [-2.1163, 0.6119, -0.0416], [-1.6314, -1.7133, -0.0381]],
  "forces_ev_per_a": [[-0.5269, -4.8077, -1.5764], [-2.2504, -4.2400, -0.8793], [-2.4570, -4.1637, 1.1079], [0.9236, -0.7932, 0.6890], [1.6397, -2.4928, 0.2187], [0.2148, 0.5977, -0.6568], [-4.3059, -0.6815, 2.0623], [5.4472, 6.8192, -1.2526], [2.0498, 2.9829, -0.7476], [-0.7349, 6.7792, 1.0349]],
  "e_homo_ev": -10.593,
  "relative_energy_kj_mol": 514.07
}

---

{
  "formula": "C2H2N4O2",
  "method": "ωB97M-V/def2-TZVPD",
  "species": ["C", "C", "H", "H", "N", "N", "N", "N", "O", "O"],
  "coordinates": [[1.2777, -0.3916, 0.0114], [-2.1290, 0.1961, 0.0127], [3.1422, -0.7069, 0.0352], [-2.6730, 1.2164, 0.0321], [2.2747, -1.0960, -0.1177], [1.2535, 1.0532, -0.0169], [0.0548, 1.3474, -0.1489], [-0.6987, 0.3645, 0.1953], [-2.4266, -1.0435, -0.1657], [-0.0757, -0.9396, 0.1625]],
  "forces_ev_per_a": [[-0.0309, -0.3750, 0.7739], [0.8402, -4.6347, -1.3174], [2.0883, 1.4518, -0.1526], [0.3631, -1.9627, -0.0474], [-2.0930, -2.5892, 0.2173], [0.2676, -1.1504, -1.2602], [-0.1095, 1.9128, 1.4149], [-4.0113, -3.1050, -0.3895], [-0.3872, 6.6882, 1.0693], [3.0727, 3.7642, -0.3084]],
  "e_homo_ev": -10.085,
  "relative_energy_kj_mol": 580.68
}

---

{
  "formula": "C2H2N4O2",
  "method": "ωB97M-V/def2-TZVPD",
  "species": ["C", "C", "H", "H", "N", "N", "N", "N", "O", "O"],
  "coordinates": [[1.2092, -0.0472, 0.0499], [-0.2684, -0.1232, 0.1753], [2.8309, -0.8378, -0.2056], [-0.9477, 1.8276, 0.2178], [-0.9684, -1.1781, 0.1771], [-2.1902, -0.8153, -0.0751], [-2.2759, 0.4091, -0.1909], [-1.0198, 0.8616, -0.0007], [1.8887, -1.1493, -0.1388], [1.7416, 1.0526, -0.0089]],
  "forces_ev_per_a": [[0.6399, 2.4532, -0.1147], [4.9454, -2.2526, 0.7370], [-0.9468, -0.4752, -0.0254], [0.6842, 0.7665, -0.3620], [0.7013, -4.2280, -0.2245], [-2.1847, -2.6681, 0.0408], [-0.4954, 2.9925, 0.1963], [-3.5722, 4.6984, -0.8325], [0.8177, -0.5218, 0.2434], [-0.5894, -0.7650, 0.3417]],
  "e_homo_ev": -11.087,
  "relative_energy_kj_mol": 262.92
}